# 1
This record from OMol25 describes a molecular structure, C2H3ClI2O2S. The level of theory is the ωB97M-V functional and the def2-TZVPD basis.

Each line ends with the Mulliken charge.
Positions of all 11 atoms, in Å:
C  -0.86  -1.11  -2.01  -0.497
C  -1.38  -0.53  -0.94  -0.166
O  1.95  -0.39  2.49  -0.404
O  1.39  -0.24  0.15  -0.334
S  0.98  -0.08  1.53  0.691
Cl  1.34  2.65  2.24  -0.252
I  -1.65  1.50  -0.59  0.100
I  -1.86  -1.79  0.91  0.174
H  -0.82  -2.24  -1.97  0.161
H  -0.39  -0.47  -2.77  0.255
H  1.29  2.70  0.95  0.273

Values from the calculation:
Multiplicity: 3
DFT total energy in eV: -45771.3454
F_max in eV/Å: 2.746


# 2
This record from OMol25 describes a molecular structure, C3H3O2Yb. The level of theory is the ωB97M-V functional and the def2-TZVPD basis.

Each line ends with the Mulliken charge.
Positions of all 9 atoms, in Å:
C  1.11  -1.83  -1.55  -1.062
H  1.23  -2.92  -1.67  0.352
H  0.72  -1.42  -2.49  0.325
H  2.13  -1.45  -1.39  0.296
C  0.05  -1.59  -0.41  0.601
O  -0.41  -2.41  0.36  -0.470
C  0.45  -0.23  0.00  -0.090
O  0.28  0.74  -0.79  -0.510
Yb  0.08  2.03  1.23  1.559

Values from the calculation:
Multiplicity: 1
DFT total energy in eV: -38773.7670
F_max in eV/Å: 4.338
Relative energy (zero: lowest compared OMol25 entry of this formula, charge and spin) in kcal per mole: 48.1
Net charge: +1